--- 1 ---
Here is a cluster of 2 separate species, C4H12N2O2 in total from the Open Molecules 2025 dataset. Energies are from the ωB97M-V functional and the def2-TZVPD basis.

The geometry in ORCA input format:
```
! RIJCOSX wB97M-V def2-TZVPD def2/J DEFGRID3
* xyz 0 1
C -1.477 -1.271 -1.559
C -1.298 0.029 -0.755
C -1.285 1.285 -1.650
N -0.057 0.048 -0.005
C -0.017 -0.683 1.164
N 0.886 -0.291 2.109
O -0.787 -1.603 1.380
H -1.797 -1.268 -2.597
H -0.524 -1.799 -1.694
H -2.190 -1.910 -1.039
H -2.100 0.225 -0.050
H -1.170 2.117 -0.948
H -2.223 1.474 -2.178
H -0.551 1.345 -2.456
H 0.806 0.411 -0.364
H 1.662 0.317 1.960
H 0.757 -0.532 3.072
O 3.152 1.799 -0.249
H 3.956 1.251 -0.185
H 3.101 2.565 0.328
*
```

The structure (SMILES) is CC(C)NC(N)=O.O. For the LUMO energy, the calculation gives 0.42 eV. Its HOMO energy is -0.3324 hartree.


--- 2 ---
Here is a cluster of 3 separate species, C4H12N2O2 in total from the Open Molecules 2025 dataset. Energies are from the ωB97M-V functional and the def2-TZVPD basis.

The geometry in ORCA input format:
```
! RIJCOSX wB97M-V def2-TZVPD def2/J DEFGRID3
* xyz 0 1
C 1.170 1.572 0.356
N 2.586 1.474 0.551
C 0.031 -1.418 -0.211
C -1.400 -1.140 -0.419
C -2.004 0.159 -0.248
N -3.398 0.129 -0.455
O -1.432 1.222 -0.137
H 0.907 1.464 -0.708
H 0.676 2.437 0.794
H 0.750 0.672 0.793
H 2.799 0.451 0.655
H 0.553 -0.998 -1.101
H 0.526 -0.900 0.636
H 0.203 -2.495 -0.260
H -2.057 -1.996 -0.407
H -3.894 -0.673 -0.112
H -3.850 1.027 -0.383
H 2.681 -1.750 0.357
H 3.139 1.835 -0.218
O 2.014 -1.072 0.518
*
```

For the LUMO energy, the calculation gives -2.93 eV. Its HOMO energy is -0.2814 hartree.


--- 3 ---
Here is a cluster of 2 separate species, C4H12N2O2 in total from the Open Molecules 2025 dataset. Energies are from the ωB97M-V functional and the def2-TZVPD basis.

The geometry in ORCA input format:
```
! RIJCOSX wB97M-V def2-TZVPD def2/J DEFGRID3
* xyz 0 1
C -0.018 1.017 1.078
C -0.757 0.087 0.102
C -0.197 -1.403 0.080
N -0.850 0.817 -1.236
C 0.520 0.734 -1.855
N 0.757 1.659 -2.887
O 1.408 -0.077 -1.593
H -0.233 0.660 2.117
H 1.060 0.851 0.710
H -0.322 2.062 0.999
H -1.808 -0.123 0.619
H -0.109 -1.952 1.019
H 0.953 -1.511 -0.162
H -0.764 -1.987 -0.750
H -1.115 1.814 -1.137
H -0.048 2.160 -3.326
H 1.566 1.683 -3.465
O -0.222 -2.484 3.343
H 0.462 -2.376 2.682
H -0.283 -1.633 3.663
*
```

The structure (SMILES) is CC(C)NC(N)=O.O. For the LUMO energy, the calculation gives 0.74 eV. Its HOMO energy is -0.3506 hartree.


--- 4 ---
Here is a structure of composition C4H12N2O2 from the Open Molecules 2025 dataset. Energies are from the ωB97M-V functional and the def2-TZVPD basis.

The geometry in ORCA input format:
```
! RIJCOSX wB97M-V def2-TZVPD def2/J DEFGRID3
* xyz 0 1
C 0.394 0.213 0.003
C -0.640 1.287 -0.270
C 1.418 0.753 1.527
C 1.440 0.056 -1.084
N 0.033 -0.985 0.601
N -2.151 -1.376 -0.966
O -0.779 -1.602 -0.950
O -1.001 -0.815 1.535
H -0.855 -1.566 2.132
H -2.590 -2.269 -0.757
H -2.403 -1.078 -1.907
H 1.950 1.005 -1.271
H 0.956 -0.248 -2.015
H 2.171 -0.709 -0.816
H -0.218 2.276 -0.067
H -1.533 1.180 0.347
H -0.950 1.270 -1.315
H 2.046 -0.057 1.888
H 0.707 1.096 2.275
H 2.007 1.569 1.110
*
```

For the LUMO energy (spin up / spin down), the calculation gives 0.85 / 0.85 eV. Its HOMO energy (spin up / spin down) is -0.2948 / -0.2949 hartree.


On energetic grounds, 1 is preferred over the next structure by 131.7 kJ/mol.


--- 1 ---
Here is a cluster of 2 separate species, C4H12N2O2 in total from the Open Molecules 2025 dataset. Energies are from the ωB97M-V functional and the def2-TZVPD basis.

The geometry in ORCA input format:
```
! RIJCOSX wB97M-V def2-TZVPD def2/J DEFGRID3
* xyz 0 1
C -1.434 -0.320 -0.731
C -0.367 0.718 -0.968
C -0.764 2.157 -0.857
O -0.399 3.079 -1.556
N 0.602 0.533 0.092
C 1.693 -0.407 -0.391
N 1.258 -1.746 -0.017
H -2.309 -0.141 -0.121
H -2.163 -0.488 -1.569
H -1.016 -1.411 -0.521
H 0.043 0.398 -1.979
H -1.425 2.361 -0.031
H 0.182 0.344 0.873
H 2.638 0.155 0.042
H 1.876 -0.424 -1.463
H 1.988 -2.494 -0.319
H 0.862 -1.899 0.834
O -0.490 -0.573 2.823
H -1.122 0.250 2.747
H 0.346 -0.092 3.112
*
```

The structure (SMILES) is C[C@@H](C=O)NCN.O. For the LUMO energy, the calculation gives 0.45 eV. Its HOMO energy is -0.3280 hartree.


--- 2 ---
Here is a cluster of 2 separate species, C4H12N2O2 in total from the Open Molecules 2025 dataset. Energies are from the ωB97M-V functional and the def2-TZVPD basis.

The geometry in ORCA input format:
```
! RIJCOSX wB97M-V def2-TZVPD def2/J DEFGRID3
* xyz 0 1
C 0.313 1.912 -0.169
C -0.976 1.297 -0.720
N -2.098 2.155 -0.383
C -1.184 -0.142 -0.217
C 0.009 -1.046 -0.341
N 0.360 -1.410 -1.610
O 0.675 -1.411 0.615
H 0.602 1.368 0.743
H 0.206 2.959 0.078
H 1.176 1.747 -0.819
H -0.863 1.282 -1.811
H -2.366 2.034 0.583
H -2.921 2.132 -0.963
H -1.440 -0.033 0.837
H -2.035 -0.609 -0.718
H 1.225 -1.925 -1.675
H -0.085 -0.896 -2.358
O 2.545 -1.317 2.570
H 2.500 -0.590 1.942
H 1.835 -1.904 2.282
*
```

The structure (SMILES) is C[C@H](N)CC(N)=O.O. For the LUMO energy, the calculation gives 0.62 eV. Its HOMO energy is -0.3495 hartree.


--- 3 ---
Here is a cluster of 2 separate species, C4H12N2O2 in total from the Open Molecules 2025 dataset. Energies are from the ωB97M-V functional and the def2-TZVPD basis.

The geometry in ORCA input format:
```
! RIJCOSX wB97M-V def2-TZVPD def2/J DEFGRID3
* xyz 0 1
C 1.800 -1.234 -0.542
C 0.791 -0.283 -1.145
N 0.402 0.706 -0.133
C -0.948 0.583 0.390
C -0.949 -0.541 1.415
N -0.447 -0.238 2.646
O -1.080 -1.705 1.076
H 2.781 -0.785 -0.394
H 1.425 -1.694 0.361
H 2.101 -2.006 -1.265
H 1.184 0.197 -2.047
H -0.133 -0.717 -1.516
H 1.072 0.830 0.610
H -1.238 1.532 0.851
H -1.697 0.370 -0.361
H -0.454 0.709 2.989
H -0.186 -0.953 3.300
O -0.336 2.214 -2.738
H -1.017 1.566 -2.544
H 0.534 1.819 -2.791
*
```

The structure (SMILES) is CCNCC(N)=O.O. For the LUMO energy, the calculation gives 0.79 eV. Its HOMO energy is -0.3162 hartree.


On energetic grounds, 2 is preferred over the next structure by 70.5 kJ/mol.


--- 1 ---
Here is a cluster of 2 separate species, C4H12N2O2 in total from the Open Molecules 2025 dataset. Energies are from the ωB97M-V functional and the def2-TZVPD basis.

The geometry in ORCA input format:
```
! RIJCOSX wB97M-V def2-TZVPD def2/J DEFGRID3
* xyz 0 1
C -1.875 0.418 0.564
C -0.813 -0.068 -0.379
O -1.146 -1.146 -1.197
C 0.295 0.662 -0.749
N 0.541 1.943 -0.183
N 0.895 0.443 -2.019
H -2.283 -0.424 1.125
H -2.698 0.887 0.014
H -1.475 1.146 1.262
H -2.072 -1.376 -1.082
H -0.232 2.589 -0.288
H 1.387 2.361 -0.555
H 1.906 0.456 -1.952
H 0.596 -0.443 -2.406
C 1.087 -1.537 1.521
O 2.029 -0.690 0.989
H 1.465 -2.562 1.527
H 0.754 -1.241 2.529
H 0.150 -1.455 0.870
H 1.490 0.036 0.408
*
```

The structure (SMILES) is CC(O)=C(N)N.CO. For the LUMO energy, the calculation gives 0.67 eV. Its HOMO energy is -0.2863 hartree.


--- 2 ---
Here is a structure of composition C4H12N2O2 from the Open Molecules 2025 dataset. Energies are from the ωB97M-V functional and the def2-TZVPD basis.

The geometry in ORCA input format:
```
! RIJCOSX wB97M-V def2-TZVPD def2/J DEFGRID3
* xyz 0 1
C 0.437 -0.535 0.535
C 2.181 -0.361 -0.371
C -0.563 -1.541 -0.012
C -2.343 1.444 0.483
N -0.928 1.643 0.727
N 2.354 -0.874 -1.684
O 0.616 0.532 -0.298
O 0.644 -0.411 1.760
H -0.578 1.323 1.640
H -0.570 2.542 0.435
H 1.950 -1.792 -1.808
H 2.022 -0.243 -2.401
H 2.765 0.544 -0.216
H 2.597 -1.052 0.365
H -0.983 -1.220 -0.963
H -1.388 -1.656 0.689
H -0.070 -2.506 -0.138
H -2.653 0.492 0.915
H -2.959 2.237 0.932
H -2.531 1.434 -0.588
*
```

For the LUMO energy, the calculation gives 0.85 eV. Its HOMO energy is -0.2880 hartree.


On energetic grounds, 1 is preferred over the next structure by 166.6 kJ/mol.